No. 1
The following is a quantum chemistry calculation of a cluster of 2 separate species, CH2BrNO4 in total, from the Open Molecules 2025 dataset.

energy relative to the best compared isomer or geometry (same formula, charge and spin)	67.34	kcal per mole

Structure (ORCA input):
```
! RIJCOSX wB97M-V def2-TZVPD def2/J DEFGRID3
* xyz 0 1
C -0.591 0.476 -0.220
N 0.184 -0.811 -0.125
O 0.188 -1.315 1.117
O 0.337 -1.562 -1.101
O -1.019 0.925 0.803
O -0.834 0.891 -1.489
Br 2.684 0.358 0.454
H 0.070 -0.817 1.915
H -1.018 1.855 -1.353
*
```

Partial charges, natural (NBO), in e: atom 1 (C): 0.843, atom 2 (N): 0.290, atom 3 (O): -0.523, atom 4 (O): -0.258, atom 5 (O): -0.550, atom 6 (O): -0.634, atom 7 (Br): -0.214, atom 8 (H): 0.531, atom 9 (H): 0.515

***

No. 2
The following is a quantum chemistry calculation of a structure of composition C31H27BiI2N2O5, from the Open Molecules 2025 dataset.

energy relative to the best compared isomer or geometry (same formula, charge and spin)	6.27	kcal per mole

Structure (ORCA input):
```
! RIJCOSX wB97M-V def2-TZVPD def2/J DEFGRID3
* xyz 0 1
Bi -0.234 0.478 1.401
C 0.213 3.897 2.342
C 0.556 3.287 3.543
C -0.411 2.618 4.283
C -1.720 2.559 3.821
C -2.061 3.173 2.622
C -1.097 3.844 1.882
H 0.967 4.422 1.768
H 1.575 3.337 3.907
H -0.143 2.144 5.219
H -2.474 2.037 4.397
H -3.082 3.131 2.265
H -1.363 4.307 0.944
I 1.901 -0.555 3.402
C 1.827 -2.405 2.364
C 2.608 -3.390 2.897
C 2.682 -4.643 2.270
C 1.998 -4.849 1.109
C 1.188 -3.838 0.546
C 0.511 -4.087 -0.671
C -0.295 -3.140 -1.221
C -0.464 -1.904 -0.568
C 0.178 -1.597 0.604
C 1.048 -2.565 1.188
H 3.182 -3.206 3.795
H 3.294 -5.423 2.702
H 2.066 -5.797 0.588
H 0.648 -5.049 -1.149
H -0.812 -3.327 -2.154
H -1.128 -1.177 -1.016
C 4.427 2.513 -0.833
C 4.221 1.264 -1.689
C 2.738 0.995 -1.987
C 2.600 -0.318 -2.808
C 1.239 -0.502 -3.477
C 2.186 2.126 -2.830
O 2.748 2.543 -3.818
N 0.979 2.644 -2.430
C 0.226 2.296 -1.303
O -0.817 2.866 -1.080
N 0.769 1.334 -0.487
C 1.994 0.778 -0.681
O 2.469 0.072 0.200
H 5.489 2.680 -0.656
H 3.934 2.403 0.135
H 4.022 3.395 -1.333
H 4.624 0.390 -1.177
H 4.734 1.379 -2.644
H 2.794 -1.146 -2.124
H 3.380 -0.315 -3.572
H 0.428 -0.411 -2.754
H 1.179 -1.492 -3.927
H 1.083 0.239 -4.262
H 0.581 3.375 -3.002
I -8.292 -1.969 -2.037
C -6.518 -1.327 -1.102
C -6.109 -1.945 0.069
C -4.931 -1.534 0.671
C -4.171 -0.519 0.102
C -4.595 0.093 -1.073
C -5.777 -0.306 -1.677
C -2.858 -0.156 0.702
O -2.516 -0.572 1.829
O -2.060 0.550 -0.003
H -6.690 -2.746 0.504
H -4.575 -2.002 1.579
H -3.989 0.874 -1.511
H -6.104 0.167 -2.593
*
```

Partial charges, natural (NBO), in e: atom 1 (Bi): 1.725, atom 2 (C): -0.227, atom 3 (C): -0.226, atom 4 (C): -0.230, atom 5 (C): -0.235, atom 6 (C): -0.168, atom 7 (C): -0.213, atom 8 (H): 0.221, atom 9 (H): 0.218, atom 10 (H): 0.219, atom 11 (H): 0.224, atom 12 (H): 0.215, atom 13 (H): 0.240, atom 14 (I): 0.235, atom 15 (C): -0.075, atom 16 (C): -0.249, atom 17 (C): -0.208, atom 18 (C): -0.193, atom 19 (C): 0.033, atom 20 (C): -0.192, atom 21 (C): -0.210, atom 22 (C): -0.268, atom 23 (C): -0.325, atom 24 (C): -0.190, atom 25 (H): 0.227, atom 26 (H): 0.222, atom 27 (H): 0.215, atom 28 (H): 0.211, atom 29 (H): 0.219, atom 30 (H): 0.234, atom 31 (C): -0.615, atom 32 (C): -0.375, atom 33 (C): -0.272, atom 34 (C): -0.356, atom 35 (C): -0.623, atom 36 (C): 0.724, atom 37 (O): -0.592, atom 38 (N): -0.663, atom 39 (C): 0.804, atom 40 (O): -0.604, atom 41 (N): -0.822, atom 42 (C): 0.724, atom 43 (O): -0.649, atom 44 (H): 0.219, atom 45 (H): 0.207, atom 46 (H): 0.206, atom 47 (H): 0.225, atom 48 (H): 0.226, atom 49 (H): 0.224, atom 50 (H): 0.220, atom 51 (H): 0.206, atom 52 (H): 0.221, atom 53 (H): 0.213, atom 54 (H): 0.427, atom 55 (I): 0.143, atom 56 (C): -0.119, atom 57 (C): -0.260, atom 58 (C): -0.141, atom 59 (C): -0.170, atom 60 (C): -0.145, atom 61 (C): -0.259, atom 62 (C): 0.780, atom 63 (O): -0.708, atom 64 (O): -0.781, atom 65 (H): 0.229, atom 66 (H): 0.239, atom 67 (H): 0.242, atom 68 (H): 0.229

***

No. 3
The following is a quantum chemistry calculation of a cluster of 9 separate species, C22H58N4O9S5 in total, from the Open Molecules 2025 dataset.

energy relative to the best compared isomer or geometry (same formula, charge and spin)	0.00	kcal per mole

Structure (ORCA input):
```
! RIJCOSX wB97M-V def2-TZVPD def2/J DEFGRID3
* xyz 0 1
C -2.227 1.560 -0.818
C -1.090 1.339 0.159
O -0.912 2.116 1.087
N -0.316 0.257 -0.082
C 0.845 -0.107 0.700
H -1.775 1.808 -1.784
H -2.855 2.364 -0.459
H -2.784 0.646 -1.009
H -0.718 -0.497 -0.641
H 1.012 0.601 1.504
H 1.732 -0.159 0.060
H 0.758 -1.111 1.119
C -1.517 -1.533 7.087
C -0.759 -0.927 5.927
O 0.460 -0.873 5.928
N -1.502 -0.509 4.879
C -0.881 0.107 3.716
H -1.122 -2.524 7.301
H -2.572 -1.672 6.831
H -1.468 -0.933 7.993
H -2.493 -0.397 4.990
H -1.642 0.324 2.972
H -0.124 -0.573 3.325
H -0.358 1.036 3.949
C -2.444 -2.491 0.723
C -2.734 -2.413 -0.751
O -2.021 -1.701 -1.478
N -3.788 -3.046 -1.273
C -4.774 -3.856 -0.627
H -2.796 -3.416 1.183
H -2.938 -1.675 1.254
H -1.378 -2.411 0.920
H -3.908 -2.805 -2.260
H -5.801 -3.619 -0.908
H -4.749 -3.783 0.460
H -4.646 -4.918 -0.862
C 2.145 -4.096 3.000
C 3.073 -3.095 2.360
O 2.926 -1.896 2.533
N 4.065 -3.574 1.567
C 4.408 -4.949 1.253
H 2.648 -5.055 3.163
H 1.253 -4.283 2.404
H 1.844 -3.777 3.995
H 4.670 -2.845 1.223
H 3.499 -5.540 1.133
H 4.958 -5.445 2.058
H 4.966 -4.951 0.323
C 2.293 3.008 0.667
S 2.529 4.778 0.267
O 1.509 5.583 0.995
C 4.055 5.026 1.206
H 1.737 2.883 1.595
H 3.204 2.412 0.651
H 1.640 2.650 -0.132
H 4.893 4.463 0.792
H 3.966 4.667 2.230
H 4.249 6.094 1.152
C 5.240 0.082 1.426
S 6.175 1.565 1.027
O 6.073 2.539 2.143
C 7.824 0.814 1.182
H 5.575 -0.455 2.313
H 5.475 -0.555 0.560
H 4.159 0.187 1.436
H 7.928 0.403 2.187
H 8.564 1.571 0.954
H 7.878 -0.053 0.518
C 1.336 1.191 -2.919
S 0.838 0.537 -4.544
O 2.083 0.193 -5.291
C 0.192 -1.040 -3.924
H 1.902 2.100 -3.109
H 1.878 0.420 -2.380
H 0.405 1.474 -2.427
H 1.020 -1.628 -3.532
H -0.319 -1.518 -4.756
H -0.527 -0.888 -3.115
C -4.592 5.033 -3.046
S -4.133 3.670 -4.130
O -4.355 2.401 -3.363
C -2.359 4.012 -4.047
H -5.665 5.012 -2.867
H -4.396 5.986 -3.544
H -3.995 4.991 -2.138
H -2.183 4.984 -4.513
H -1.814 3.265 -4.623
H -1.983 4.013 -3.024
C -3.398 -0.517 -4.655
S -5.002 -1.289 -4.402
O -4.757 -2.713 -3.994
C -5.466 -0.370 -2.920
H -3.529 0.560 -4.755
H -2.979 -0.931 -5.571
H -2.728 -0.698 -3.813
H -6.387 -0.793 -2.526
H -5.546 0.685 -3.182
H -4.675 -0.502 -2.181
*
```

Partial charges, Mulliken, in e: atom 1 (C): -0.385, atom 2 (C): 0.545, atom 3 (O): -0.612, atom 4 (N): 1.204, atom 5 (C): -0.843, atom 6 (H): -0.158, atom 7 (H): 0.466, atom 8 (H): -0.292, atom 9 (H): -0.173, atom 10 (H): 0.313, atom 11 (H): 0.071, atom 12 (H): -0.005, atom 13 (C): -0.980, atom 14 (C): 0.566, atom 15 (O): -0.610, atom 16 (N): -0.130, atom 17 (C): -0.611, atom 18 (H): 0.260, atom 19 (H): 0.309, atom 20 (H): 0.265, atom 21 (H): 0.264, atom 22 (H): 0.361, atom 23 (H): 0.024, atom 24 (H): 0.284, atom 25 (C): -1.052, atom 26 (C): 0.645, atom 27 (O): -0.468, atom 28 (N): 0.036, atom 29 (C): -1.082, atom 30 (H): 0.546, atom 31 (H): 0.245, atom 32 (H): 0.045, atom 33 (H): 0.006, atom 34 (H): 0.300, atom 35 (H): 0.412, atom 36 (H): 0.313, atom 37 (C): -1.249, atom 38 (C): 0.737, atom 39 (O): -0.582, atom 40 (N): -0.061, atom 41 (C): -1.048, atom 42 (H): 0.469, atom 43 (H): 0.260, atom 44 (H): 0.299, atom 45 (H): 0.195, atom 46 (H): 0.360, atom 47 (H): 0.297, atom 48 (H): 0.335, atom 49 (C): 0.082, atom 50 (S): 0.482, atom 51 (O): -0.639, atom 52 (C): -0.880, atom 53 (H): 0.352, atom 54 (H): -0.161, atom 55 (H): -0.173, atom 56 (H): 0.249, atom 57 (H): 0.293, atom 58 (H): 0.396, atom 59 (C): -0.814, atom 60 (S): 0.536, atom 61 (O): -0.610, atom 62 (C): -1.030, atom 63 (H): 0.428, atom 64 (H): 0.332, atom 65 (H): 0.088, atom 66 (H): 0.307, atom 67 (H): 0.362, atom 68 (H): 0.360, atom 69 (C): -0.470, atom 70 (S): 0.561, atom 71 (O): -0.702, atom 72 (C): -0.284, atom 73 (H): 0.495, atom 74 (H): 0.174, atom 75 (H): -0.156, atom 76 (H): 0.428, atom 77 (H): 0.376, atom 78 (H): -0.437, atom 79 (C): -1.016, atom 80 (S): 0.376, atom 81 (O): -0.451, atom 82 (C): -0.885, atom 83 (H): 0.351, atom 84 (H): 0.421, atom 85 (H): 0.285, atom 86 (H): 0.461, atom 87 (H): 0.248, atom 88 (H): 0.253, atom 89 (C): -0.006, atom 90 (S): 0.351, atom 91 (O): -0.717, atom 92 (C): -0.299, atom 93 (H): 0.150, atom 94 (H): 0.432, atom 95 (H): -0.396, atom 96 (H): 0.419, atom 97 (H): 0.241, atom 98 (H): -0.250

***

No. 4
The following is a quantum chemistry calculation of the ion C2H5N2S with charge +1, from the Open Molecules 2025 dataset.

energy relative to the best compared isomer or geometry (same formula, charge and spin)	34.30	kcal per mole

Structure (ORCA input):
```
! RIJCOSX wB97M-V def2-TZVPD def2/J DEFGRID3
* xyz 1 1
H -1.396 1.850 -0.040
N -0.387 1.626 -0.237
C 0.015 0.458 -0.103
N -0.789 -0.719 0.440
C 1.342 0.053 -0.438
S 1.990 -1.469 -0.587
H -0.790 -0.537 1.492
H -0.102 -1.588 0.243
H -1.677 -0.626 0.139
H 1.796 0.952 -0.909
*
```

Partial charges, natural (NBO), in e: atom 1 (H): 0.391, atom 2 (N): -0.461, atom 3 (C): 0.311, atom 4 (N): -0.762, atom 5 (C): -0.357, atom 6 (S): 0.250, atom 7 (H): 0.457, atom 8 (H): 0.467, atom 9 (H): 0.437, atom 10 (H): 0.266